[1]
The following is a DFT calculation (ωB97M-V with the def2-TZVPD basis set) of a structure of composition C35H44Br2F4N4OPPdSi.

Structure (ORCA input):
```
! RIJCOSX wB97M-V def2-TZVPD def2/J DEFGRID3
* xyz -1 1
Pd 0.51900 0.90122 -1.46845
Br 0.80106 3.80731 -0.30815
Br 1.18552 -0.67165 0.86581
P -1.60719 1.47093 -1.15700
Si 2.17763 -1.30285 2.78332
F -0.16734 6.51926 -0.91786
F -4.21973 3.05557 -1.74390
F -4.60022 5.63817 -2.09638
F -2.56374 7.40006 -1.70862
O -2.16894 -3.46049 -5.04782
N -0.97122 -1.56957 -4.43277
N 3.39407 0.91617 -2.96895
N -0.22156 -0.96511 -6.49056
N 0.21939 0.43478 -4.66822
C -1.47604 -2.49297 -5.29959
C 0.82981 -2.23432 3.80482
C 3.64660 -2.43669 2.25923
C -2.47095 1.52817 2.81952
C -1.89816 3.31800 -1.28100
C -4.19578 -0.45879 -4.44587
C -1.12098 5.61580 -1.16434
C -1.83709 1.51121 1.58523
C 3.10581 0.13035 5.09794
C 4.00430 0.88529 2.90155
C -4.56081 1.04924 1.74489
C 1.43844 -3.01854 4.97622
C -0.30520 -0.68305 -5.15629
C 0.02114 -3.21115 2.93495
C -0.89050 4.25901 -1.00881
C -1.03995 -2.12545 -6.73515
C -4.04768 -1.07102 -3.21175
C -3.14886 3.84238 -1.60181
C -3.30512 -0.45592 -2.21712
C 4.64472 -2.65389 3.40728
C 2.37570 0.90283 -2.40933
C 1.69649 1.44340 3.51228
C 3.11535 -3.81088 1.82409
C -2.84789 1.38197 -3.68372
C -0.18396 -1.23114 4.37305
C -3.58257 0.76362 -4.68301
C 4.41151 -1.86403 1.05450
C -2.72479 0.79194 -2.43031
C -3.38488 5.19504 -1.76484
C 2.75886 0.33786 3.61567
C 0.24840 -0.05930 -7.50375
C -3.83461 1.28959 2.90287
C -2.56148 1.29238 0.41480
C -3.93284 1.06268 0.50820
C -2.35681 6.09108 -1.56056
H -0.63711 -0.62987 3.58264
H -0.48631 -2.94697 -7.19450
H 5.41579 -3.36186 3.08318
H -3.67176 1.23884 -5.65338
H 0.89419 0.94476 -5.21205
H 2.06286 2.33372 4.03580
H 3.83827 0.99661 1.82771
H 3.83863 -0.66565 5.24831
H -5.62613 0.86009 1.80134
H -4.32976 1.28846 3.86648
H -4.46506 -2.05369 -3.03844
H -0.41492 -2.71395 2.06792
H 4.93481 -0.93918 1.28499
H -0.38135 0.83360 -7.59589
H -1.92076 -1.90042 -7.34456
H -0.76764 1.67366 1.51847
H 0.74218 1.16672 3.95660
H 0.25684 -0.56227 5.11361
H 0.25085 -0.57717 -8.46109
H 2.35682 -3.72249 1.04330
H -0.80009 -3.61720 3.53619
H -3.15404 -0.96867 -1.27452
H -4.51471 0.89581 -0.38764
H 0.63189 -3.47544 5.56103
H -4.76127 -0.94733 -5.23010
H 3.75854 -1.67409 0.20208
H 0.30433 0.56980 -3.65274
H 4.17424 -3.06856 4.30179
H -2.35699 2.32702 -3.88887
H 2.22435 -0.10474 5.69757
H 1.52105 1.72045 2.47217
H 1.27459 0.25763 -7.30384
H -0.99120 -1.78198 4.86882
H 5.15294 -1.73032 3.68942
H 2.08847 -3.82581 4.63523
H 5.16412 -2.59627 0.74149
H 2.69596 -4.37755 2.65580
H 2.01345 -2.38139 5.65186
H 0.61302 -4.05194 2.58030
H 3.53626 1.05423 5.50036
H 4.88278 0.25829 3.05383
H -1.89614 1.71804 3.71778
H 3.94446 -4.39788 1.41457
H 4.23664 1.87644 3.30669
*
```

Values from the calculation:
Electronic energy   -7960.7445 hartree
Orbital gap   6.36 eV
LUMO   2.308 eV
ΔE to the lowest compared entry with this formula, charge and spin   0.0000 eV
HOMO energy   -4.0 eV

Mulliken atomic charges, in units of e:
1. Pd -1.290
2. Br -0.047
3. Br 0.235
4. P 1.902
5. Si -0.779
6. F -0.329
7. F -0.395
8. F -0.309
9. F -0.312
10. O -0.704
11. N -0.272
12. N -0.790
13. N 0.113
14. N 0.349
15. C 0.299
16. C 2.602
17. C 2.403
18. C -0.442
19. C 0.040
20. C -0.564
21. C 0.220
22. C -0.370
23. C -1.891
24. C -2.291
25. C -0.813
26. C -1.800
27. C 0.409
28. C -1.827
29. C -0.240
30. C -0.414
31. C -0.790
32. C 0.248
33. C -0.599
34. C -1.740
35. C 0.048
36. C -1.920
37. C -2.038
38. C -0.614
39. C -2.207
40. C -0.850
41. C -1.923
42. C 0.536
43. C 0.173
44. C 2.636
45. C -1.096
46. C -0.593
47. C 0.477
48. C 0.085
49. C 0.519
50. H 0.331
51. H 0.299
52. H 0.524
53. H 0.411
54. H 0.288
55. H 0.567
56. H 0.378
57. H 0.284
58. H 0.419
59. H 0.381
60. H 0.376
61. H 0.258
62. H 0.329
63. H 0.312
64. H 0.307
65. H 0.008
66. H 0.264
67. H 0.237
68. H 0.382
69. H 0.349
70. H 0.543
71. H 0.626
72. H 0.387
73. H 0.505
74. H 0.408
75. H 0.407
76. H -0.326
77. H 0.276
78. H 0.368
79. H 0.305
80. H 0.204
81. H 0.347
82. H 0.645
83. H 0.266
84. H 0.310
85. H 0.533
86. H 0.314
87. H 0.273
88. H 0.336
89. H 0.536
90. H 0.399
91. H 0.404
92. H 0.595
93. H 0.591

***

[2]
The following is a DFT calculation (ωB97M-V with the def2-TZVPD basis set) of a structure of composition C35H44F10HoN8O2S3 in a non-equilibrium geometry.

Structure (ORCA input):
```
! RIJCOSX wB97M-V def2-TZVPD def2/J DEFGRID3
* xyz 1 5
Ho -0.04286 -0.38576 0.19057
S -3.67913 -2.02725 2.94519
S 1.87686 0.99861 2.91353
S -2.63897 1.92913 -4.10123
F -1.60120 -2.94067 0.34662
F 1.74913 -4.61091 2.74137
F 2.03443 -4.60012 -1.99121
F 4.63269 -4.95478 2.93057
F 5.92259 -3.97905 0.51687
F 0.85650 -2.21790 1.58195
F 4.98321 -2.00756 -0.78753
F 0.61996 -6.73636 -2.86989
F -3.17659 -5.22320 -0.32224
F -2.11434 -6.96245 -2.06834
O -2.17527 0.11405 -1.08524
O 0.62896 0.25212 2.26745
N -1.63766 3.17793 1.01350
N -0.12083 1.87947 -0.25244
N 0.41162 4.12259 0.31642
N 0.20157 -2.16440 -1.50215
N 2.35056 -0.75665 0.07112
N 1.84731 0.44128 -2.54605
N -2.07034 -0.55041 1.53015
N -1.22232 -1.07208 3.63826
C 2.70237 -0.25507 4.09713
C 4.72337 -3.60282 0.90399
C -2.22344 -1.09210 2.75053
C -4.39077 -0.92738 -1.29707
C 2.95215 -1.91706 0.47848
C -5.37587 -1.74683 -0.71195
C 1.75242 4.03785 -0.21647
C -2.86530 2.72605 0.35753
C -0.02550 -3.49898 -1.29361
C 3.26194 0.15586 -2.10539
C 0.69156 -4.66282 -1.73307
C 4.17557 -2.52964 0.16790
C -5.30676 -2.03131 0.64542
C 1.18156 -0.64172 -3.30409
C 2.17701 -2.69756 1.43734
C 1.25222 2.05078 4.22158
C -2.84207 1.42268 -5.82188
C 1.75780 1.66169 -3.31314
C -1.93977 -4.97599 -0.87677
C 3.24252 0.17162 -0.56976
C -3.34484 -0.43673 -0.56584
C 1.15993 -1.99482 -2.63981
C -0.41570 3.03138 0.38402
C -2.92946 3.69516 -4.15552
C 2.27942 0.15757 5.50070
C -0.15252 5.49405 0.56359
C 0.00136 -5.80914 -2.07036
C -4.15111 -1.65768 1.32743
C 2.04725 1.70404 5.45896
C -1.19187 -3.87139 -0.58765
C -3.25266 -0.74884 0.78602
C -1.35298 -5.97571 -1.65437
C 2.62573 -3.82189 2.11015
C 4.01391 -4.17215 1.98119
C -1.80895 3.49824 2.46043
H -2.59279 4.25520 2.50131
H -2.02825 4.27851 -4.40184
H 2.20441 -2.30143 -2.47477
H 2.94296 1.17330 -0.29823
H -4.57500 -0.64478 -2.31108
H 2.93596 -0.21410 6.28751
H 3.60629 -0.84130 -2.43440
H 0.70439 2.08506 -0.81171
H -2.16535 2.58538 2.97918
H 2.37288 -1.23585 3.72761
H 0.83868 -2.71942 -3.40640
H -2.30389 0.34747 -2.03079
H -0.06352 5.81436 1.62936
H -0.28322 -0.66254 3.26197
H 3.80447 -0.08348 3.90247
H 2.35852 1.67973 -4.23437
H 1.29879 -0.20806 5.72215
H -2.77692 2.73342 -0.74890
H -0.84118 3.85380 2.89776
H 1.62789 -0.76967 -4.27031
H 0.68510 1.79455 -3.52512
H 1.50514 3.09725 3.89259
H 2.39413 4.72524 0.35767
H -3.23724 4.04874 -3.19594
H 0.17689 -0.21351 -3.48433
H 2.08763 3.02111 -0.09758
H -6.00129 -2.73378 1.13785
H 0.15930 1.90468 4.38226
H 0.43200 6.18137 -0.05767
H 4.26625 0.01508 -0.16431
H -1.15305 -1.81539 4.31544
H -3.25019 0.40395 -5.80992
H 2.13875 2.52876 -2.72065
H 3.94220 0.99300 -2.37741
H -1.88892 1.45451 -6.28734
H -1.24314 5.49017 0.38816
H 1.71572 4.30510 -1.28904
H 1.53270 2.13478 6.33913
H -3.67378 3.39947 0.76536
H -3.65200 2.08028 -6.32592
H -3.81855 3.91600 -4.77538
H 3.06261 2.21612 5.44440
H -3.14204 1.69443 0.69865
H -6.16773 -2.23249 -1.29032
*
```

Values from the calculation:
Electronic energy   -5089.6361 hartree
Orbital gap (spin up / spin down)   6.33 / 6.33 eV
LUMO (spin up / spin down)   -2.338 / -2.337 eV
HOMO energy (spin up / spin down)   -8.7 / -8.7 eV

Here are the Mulliken charges for atoms 1 to 99, given in e:
1. Ho -0.588
2. S -0.285
3. S 0.164
4. S 0.297
5. F 0.353
6. F -0.286
7. F -0.344
8. F -0.319
9. F -0.282
10. F 0.325
11. F -0.402
12. F -0.300
13. F -0.328
14. F -0.322
15. O 1.208
16. O 0.115
17. N 0.614
18. N 1.132
19. N 0.492
20. N 0.157
21. N 1.428
22. N 0.862
23. N 1.085
24. N -0.118
25. C -0.430
26. C 0.211
27. C -0.054
28. C -1.054
29. C 0.952
30. C -0.585
31. C -0.659
32. C -0.717
33. C 1.201
34. C -1.397
35. C -0.386
36. C 0.020
37. C -0.491
38. C -1.474
39. C -1.089
40. C -0.326
41. C -1.014
42. C -1.176
43. C 0.048
44. C 0.076
45. C 0.848
46. C -0.784
47. C -0.321
48. C -1.054
49. C -0.611
50. C -1.070
51. C 0.212
52. C 1.064
53. C -0.878
54. C -0.830
55. C -1.803
56. C 0.219
57. C 0.139
58. C 0.163
59. C -0.778
60. H 0.347
61. H 0.298
62. H 0.341
63. H -0.951
64. H 0.626
65. H 0.470
66. H 0.342
67. H -0.875
68. H 0.141
69. H -0.015
70. H 0.808
71. H -0.817
72. H 0.255
73. H -0.141
74. H 0.523
75. H 0.336
76. H 0.257
77. H -0.067
78. H 0.202
79. H 0.481
80. H 0.222
81. H 0.342
82. H 0.446
83. H 0.308
84. H 0.139
85. H -0.407
86. H 0.366
87. H 0.193
88. H 0.433
89. H 0.731
90. H 0.285
91. H 0.309
92. H 0.277
93. H 0.529
94. H 0.292
95. H 0.319
96. H 0.409
97. H 0.430
98. H 0.435
99. H 0.319

***

[3]
The following is a DFT calculation (ωB97M-V with the def2-TZVPD basis set) of a structure of composition C35H44FeN2O2S2 in a non-equilibrium geometry.

Structure (ORCA input):
```
! RIJCOSX wB97M-V def2-TZVPD def2/J DEFGRID3
* xyz 1 6
Fe 0.10230 -1.95692 -0.26925
S 0.02077 -2.59959 2.45538
S 0.07584 -5.63049 2.24423
O 1.89979 -1.66387 -0.09323
O -1.70993 -1.73147 -0.34489
N 0.07190 -0.03049 -0.36930
N 0.11328 -4.00143 0.23407
C 0.15547 -7.61905 0.25408
C 2.73677 2.30674 0.67905
C 0.14494 -5.24118 -0.31260
C 0.21300 -6.86165 -2.05578
C 1.24967 0.56561 -0.02663
C 4.16135 4.23286 0.02811
C -4.33033 -1.66653 1.33931
C 0.07264 -4.02086 1.56383
C -3.53086 -0.12188 -0.43180
C -2.17103 -0.49033 -0.45284
C 6.00046 -0.37931 1.13057
C 1.48370 1.91304 0.26561
C -2.09378 4.50247 -1.68751
C -1.16681 0.51483 -0.56836
C 0.12993 -6.28543 0.64765
C -3.80643 1.20887 -0.68890
C -6.00463 -0.50250 -0.08292
C -1.50247 1.83265 -0.88968
C 2.28056 -0.41067 0.13068
C 4.27092 -1.98731 1.91278
C -4.17703 3.50400 -2.60281
C -4.06499 4.21849 -0.19540
C -3.27772 3.59174 -1.35672
C -4.61526 -1.14163 -0.08022
C 3.06591 3.75797 1.00035
C 3.74578 1.32952 0.80023
C 0.19669 -7.89259 -1.09570
C 3.56606 -0.01904 0.54779
C -4.62949 -2.30683 -1.08281
C 3.57563 3.87280 2.44542
C 1.85255 4.67686 0.84521
C 4.90273 -1.86011 -0.52729
C -2.83059 2.18724 -0.97353
C 0.18764 -5.54328 -1.68216
C 4.67652 -1.04959 0.76049
H 2.81564 3.53088 3.15038
H -4.78809 -1.93681 -2.09753
H 5.93737 0.13936 2.08897
H -2.46783 5.47644 -2.00314
H 5.16660 -1.19601 -1.35237
H 6.31199 0.32891 0.36048
H 2.14331 5.69986 1.08405
H -1.49567 4.09505 -2.50507
H 5.08670 3.67240 0.16439
H -4.48140 4.50486 -2.91319
H -5.44438 -2.99056 -0.83747
H -4.97460 3.65882 0.02626
H -3.35778 -2.15721 1.38838
H 3.34709 -2.51429 1.67825
H -5.09366 -2.38978 1.63315
H 0.24531 -7.11909 -3.10537
H 4.48121 3.28721 2.60664
H -6.74644 -1.25917 0.17412
H 3.80750 4.91536 2.66789
H 5.05306 -2.72903 2.08643
H 4.01398 -2.42294 -0.80235
H -1.45233 4.65923 -0.81726
H 4.12402 -1.41923 2.83373
H 4.38140 5.28868 0.19435
H 5.72281 -2.56501 -0.38049
H -3.45557 4.25473 0.70933
H -4.35316 5.23751 -0.45838
H -3.69744 -2.86472 -1.05773
H -3.63738 3.03683 -3.42864
H -4.84165 1.51778 -0.69229
H 6.77495 -1.14187 1.21608
H -0.72036 2.54717 -1.09744
H 0.21591 -8.92241 -1.42533
H 0.67750 2.62595 0.20556
H 4.72165 1.65370 1.13150
H 0.19980 -4.74029 -2.40713
H 1.47595 4.67048 -0.18002
H 3.83325 4.10827 -1.00542
H -5.08029 2.92483 -2.41144
H 0.14081 -8.40861 0.99290
H 1.04717 4.39287 1.52602
H -4.34205 -0.84441 2.05722
H -6.25838 -0.10561 -1.06768
H -6.07797 0.29826 0.65518
*
```

Values from the calculation:
Electronic energy   -3679.9819 hartree
Orbital gap (spin up / spin down)   5.91 / 4.10 eV
LUMO (spin up / spin down)   -4.138 / -6.409 eV
ΔE to the lowest compared entry with this formula, charge and spin   0.2013 eV
HOMO energy (spin up / spin down)   -10.0 / -10.5 eV

Mulliken atomic charges, in units of e:
1. Fe 0.488
2. S -0.066
3. S -0.161
4. O -1.365
5. O -1.207
6. N -0.681
7. N 0.519
8. C -0.604
9. C -1.321
10. C -0.198
11. C -0.710
12. C 0.885
13. C -1.675
14. C -1.487
15. C 0.198
16. C -0.964
17. C 1.983
18. C -2.204
19. C -0.399
20. C -2.075
21. C -0.228
22. C 1.219
23. C 0.013
24. C -2.188
25. C -0.302
26. C 1.145
27. C -1.379
28. C -1.650
29. C -1.666
30. C 2.002
31. C 2.164
32. C 1.933
33. C 0.374
34. C -0.468
35. C -0.976
36. C -1.561
37. C -1.691
38. C -2.117
39. C -1.551
40. C -0.947
41. C -0.598
42. C 2.194
43. H 0.377
44. H 0.346
45. H 0.367
46. H 0.483
47. H 0.355
48. H 0.447
49. H 0.493
50. H 0.404
51. H 0.341
52. H 0.446
53. H 0.478
54. H 0.314
55. H 0.220
56. H 0.216
57. H 0.440
58. H 0.416
59. H 0.338
60. H 0.448
61. H 0.453
62. H 0.440
63. H 0.209
64. H 0.373
65. H 0.308
66. H 0.470
67. H 0.460
68. H 0.366
69. H 0.474
70. H 0.168
71. H 0.375
72. H 0.491
73. H 0.450
74. H 1.082
75. H 0.403
76. H 0.829
77. H 0.505
78. H 0.400
79. H 0.432
80. H 0.375
81. H 0.340
82. H 0.417
83. H 0.419
84. H 0.334
85. H 0.419
86. H 0.401

***

- Which formula does entry 2 have?
  C35H44F10HoN8O2S3

***

- What is the formula in the first record?
  C35H44Br2F4N4OPPdSi

***

- What is the formula in the second record?
  C35H44F10HoN8O2S3